No. 1
{"formula": "C3H3NS", "method": "ωB97M-V with the def2-TZVPD basis set", "elements": ["C", "C", "C", "N", "S", "H", "H", "H"], "xyz": [[0.635, -0.071, 0.079], [-0.535, 0.754, -0.069], [1.910, 0.239, -0.011], [-1.651, 0.101, 0.036], [3.375, 0.611, -0.377], [0.322, -1.095, 0.442], [-1.621, -1.029, 0.216], [-2.434, 0.491, -0.315]], "forces_ev_per_a": [[-2.5, 1.0, 0.9], [3.0, -3.6, 0.6], [1.5, 0.6, -1.0], [0.7, -3.7, 1.3], [0.6, 0.2, 0.2], [0.1, 0.5, -0.3], [-0.1, 3.8, -0.6], [-3.4, 1.1, -1.1]], "max_force_ev_per_a": 4.8, "multiplicity": 3, "orbital_gap_ev": [5.52, 5.86], "energy_ev": -15478.9039}

No. 2
{"formula": "C3H3NS2", "method": "ωB97M-V with the def2-TZVPD basis set", "elements": ["C", "C", "S", "C", "N", "S", "H", "H", "H"], "xyz": [[-2.632, -0.835, -0.409], [-1.823, -0.011, -0.105], [-0.558, 1.188, 0.541], [0.848, 0.091, 0.400], [1.958, 0.726, -0.007], [0.814, -1.491, 0.781], [-3.337, -1.537, -0.749], [2.799, 0.187, -0.127], [1.929, 1.683, -0.324]], "forces_ev_per_a": [[0.1, 0.3, -0.1], [2.4, 2.3, 1.5], [-2.3, -2.0, -1.4], [0.3, -0.5, 0.0], [-0.1, 0.5, 0.0], [0.0, -0.2, 0.0], [-0.4, -0.4, -0.1], [0.0, 0.0, 0.1], [0.0, -0.1, -0.1]], "max_force_ev_per_a": 3.6, "smiles": "C#CSC(N)=S", "orbital_gap_ev": 8.88, "energy_ev": -26317.6650}

No. 3
{"formula": "C3H3NS2", "method": "ωB97M-V with the def2-TZVPD basis set", "elements": ["C", "C", "S", "S", "C", "N", "H", "H", "H"], "xyz": [[-0.372, -0.862, -0.468], [-0.634, 0.546, -0.577], [-1.407, 1.205, -1.782], [0.053, 1.715, 0.791], [1.311, 0.902, 1.541], [2.102, 0.350, 2.164], [0.234, -1.150, 0.344], [-1.350, -1.496, -0.672], [0.064, -1.209, -1.342]], "forces_ev_per_a": [[-2.6, -2.1, 0.1], [0.8, 1.4, 1.1], [-0.6, 1.0, -0.5], [-1.0, -0.2, -1.4], [-0.4, -0.4, 0.0], [0.5, -0.2, 0.1], [0.3, -0.6, 1.1], [1.5, 1.3, 1.4], [1.6, -0.2, -1.9]], "max_force_ev_per_a": 3.3, "smiles": "CC(=S)SC#N", "orbital_gap_ev": 8.64, "energy_ev": -26318.3701}

No. 4
{"formula": "C3H3O2", "method": "ωB97M-V with the def2-TZVPD basis set", "elements": ["C", "C", "C", "O", "O", "H", "H", "H"], "xyz": [[0.654, 0.873, -0.036], [1.007, -0.437, -0.069], [-1.101, -0.309, -0.015], [-0.702, 0.907, 0.004], [-0.140, -1.156, -0.051], [1.198, 1.799, -0.021], [1.951, -0.948, -0.095], [-2.868, -0.729, 0.283]], "forces_ev_per_a": [[1.6, -1.3, 0.0], [1.0, 2.1, 0.0], [-5.0, -1.2, 1.1], [-1.0, 0.0, 0.0], [-1.1, -0.5, 0.0], [0.0, 0.1, 0.0], [0.0, -0.1, 0.0], [4.5, 1.0, -0.9]], "max_force_ev_per_a": 5.3, "orbital_gap_ev": [9.44, 9.44], "energy_ev": -7242.1277, "total_charge": 1}

No. 5
{"formula": "C3H3O2Tl", "method": "ωB97M-V with the def2-TZVPD basis set", "elements": ["O", "Tl", "O", "C", "C", "C", "H", "H", "H"], "xyz": [[0.624, -0.863, 0.847], [-1.719, 2.520, 2.415], [-0.697, 0.794, 1.551], [0.378, 0.319, 1.333], [0.745, -0.948, -0.552], [-0.118, -0.323, -1.353], [1.726, -1.332, -0.822], [-1.170, -0.188, -1.094], [0.231, 0.021, -2.326]], "forces_ev_per_a": [[-0.2, -0.7, 0.8], [-1.2, 2.0, 1.0], [0.6, -1.3, -0.6], [0.1, -0.8, -0.3], [0.6, 1.4, -1.2], [0.2, -0.6, 0.1], [-0.2, 0.2, 0.0], [0.5, 0.6, 0.2], [-0.4, -0.9, -0.1]], "max_force_ev_per_a": 2.6, "multiplicity": 2, "orbital_gap_ev": [9.10, 8.37], "energy_ev": -11937.7440, "total_charge": 1}

No. 6
{"formula": "C3H3O3", "method": "ωB97M-V with the def2-TZVPD basis set", "elements": ["C", "C", "C", "O", "O", "O", "H", "H", "H"], "xyz": [[-0.357, -0.190, 0.687], [1.181, -1.565, -0.614], [-0.603, 1.217, 0.133], [2.104, -0.815, -0.642], [-0.980, -0.631, 1.621], [0.546, -2.459, -1.114], [0.227, 1.782, 0.450], [-1.549, 1.618, 0.414], [-0.567, 1.045, -0.935]], "forces_ev_per_a": [[1.1, -1.7, -0.9], [-2.0, 1.2, -0.7], [-0.2, -1.7, -0.5], [0.7, -0.6, 0.1], [-0.7, 0.3, 0.7], [0.8, 0.4, 1.0], [1.0, 1.1, 0.2], [-0.9, 0.6, 0.5], [0.1, 0.4, -0.4]], "max_force_ev_per_a": 2.4, "orbital_gap_ev": 6.08, "energy_ev": -9301.7709, "total_charge": -1}

No. 7
{"formula": "C3H3O3Pt", "method": "ωB97M-V with the def2-TZVPD basis set", "elements": ["O", "O", "C", "Pt", "O", "C", "H", "C", "H", "H"], "xyz": [[-1.362, 0.758, 0.097], [-3.629, 1.225, 0.219], [-2.511, 0.970, 0.211], [4.204, 1.459, 0.678], [1.468, 0.939, -0.296], [1.047, -0.098, -0.545], [1.247, -1.591, -0.164], [0.050, -1.061, -0.136], [-0.019, -1.173, 0.956], [-0.493, -1.426, -1.020]], "forces_ev_per_a": [[-0.4, 0.2, 0.4], [0.5, -0.3, 0.4], [-0.9, 0.7, -0.7], [0.4, 0.3, 0.1], [1.5, -1.6, -1.6], [-4.2, 2.7, 3.8], [-1.3, -1.2, -0.2], [5.1, -0.9, -2.6], [-0.7, 0.6, -0.4], [-0.1, -0.5, 0.8]], "max_force_ev_per_a": 6.3, "multiplicity": 4, "orbital_gap_ev": [8.55, 6.25], "energy_ev": -12521.6625, "total_charge": 2}

No. 8
{"formula": "C3H3O3S", "method": "ωB97M-V with the def2-TZVPD basis set", "elements": ["C", "C", "C", "O", "O", "O", "S", "H", "H", "H"], "xyz": [[-0.973, -0.144, -0.050], [-1.161, 1.211, 0.018], [0.312, -0.744, -0.277], [2.761, -0.952, 0.757], [1.224, -0.543, -1.314], [-0.270, 2.088, -0.156], [1.905, 0.081, 0.119], [-1.769, -0.650, 0.449], [-2.254, 1.484, 0.275], [0.225, -1.831, 0.179]], "forces_ev_per_a": [[-0.2, 0.6, -0.7], [0.0, 1.3, -0.2], [-1.1, -2.0, 2.5], [0.4, 0.4, -0.1], [0.0, 0.2, -0.5], [-0.8, -0.2, 0.1], [-0.3, -1.1, 0.1], [-0.2, -1.1, 0.0], [1.1, 0.2, -0.1], [1.1, 1.8, -1.1]], "max_force_ev_per_a": 3.4, "orbital_gap_ev": 6.85, "energy_ev": -20135.9697, "total_charge": -1}

Please write out number 3 again, unchanged.
{"formula": "C3H3NS2", "method": "ωB97M-V with the def2-TZVPD basis set", "elements": ["C", "C", "S", "S", "C", "N", "H", "H", "H"], "xyz": [[-0.372, -0.862, -0.468], [-0.634, 0.546, -0.577], [-1.407, 1.205, -1.782], [0.053, 1.715, 0.791], [1.311, 0.902, 1.541], [2.102, 0.350, 2.164], [0.234, -1.150, 0.344], [-1.350, -1.496, -0.672], [0.064, -1.209, -1.342]], "forces_ev_per_a": [[-2.6, -2.1, 0.1], [0.8, 1.4, 1.1], [-0.6, 1.0, -0.5], [-1.0, -0.2, -1.4], [-0.4, -0.4, 0.0], [0.5, -0.2, 0.1], [0.3, -0.6, 1.1], [1.5, 1.3, 1.4], [1.6, -0.2, -1.9]], "max_force_ev_per_a": 3.3, "smiles": "CC(=S)SC#N", "orbital_gap_ev": 8.64, "energy_ev": -26318.3701}

Q: Which formula does entry 1 have?
A: C3H3NS